A cluster of 7 separate species, C51H54Cl4N2OS in total in a non-equilibrium geometry, computed with ωB97M-V with the def2-TZVPD basis set.

Results
DFT total energy = -119713.6283 eV
SMILES = C/C(Cl)=C(/Cl)[C@@](C#N)(CC(=O)Cl)[C@@](C#N)(CCCS)C[C@H](C)Cl.c1ccccc1.c1ccccc1.c1ccccc1.c1ccccc1.c1ccccc1.c1ccccc1
HOMO-LUMO gap = 8.83 eV

Last columns: bonded neighbours and bond lengths (Å).
CARTESIAN COORDINATES (ANGSTROEM)
1 C -1.425 -2.846 1.367  C2 1.492, H24 1.077, H25 1.077, H26 1.080
2 C -0.635 -3.064 0.120  C1 1.492, Cl3 1.721, C4 1.325
3 Cl -0.991 -4.543 -0.685  C2 1.721
4 C 0.281 -2.236 -0.360  C2 1.325, Cl5 1.740, C6 1.541
5 Cl 1.092 -2.707 -1.827  C4 1.740
6 C 0.659 -0.875 0.257  C4 1.541, C7 1.470, C9 1.560, C13 1.596
7 C 1.673 -0.313 -0.646  C6 1.470, N8 1.158
8 N 2.477 0.115 -1.362  C7 1.158
9 C -0.545 0.114 0.202  C6 1.560, C10 1.528, H27 1.073, H28 1.079
10 C -0.658 0.842 -1.136  C9 1.528, O11 1.199, Cl12 1.767
11 O -0.445 2.018 -1.240  C10 1.199
12 Cl -1.196 -0.108 -2.525  C10 1.767
13 C 1.351 -0.960 1.693  C6 1.596, C14 1.463, C16 1.532, C20 1.529
14 C 2.408 0.050 1.732  C13 1.463, N15 1.157
15 N 3.249 0.841 1.806  C14 1.157
16 C 0.437 -0.616 2.873  C13 1.532, C17 1.545, H29 1.076, H30 1.083
17 C 1.204 -0.259 4.166  C16 1.545, C18 1.543, H31 1.079, H32 1.080
18 C 1.250 1.265 4.403  C17 1.543, S19 1.807, H33 1.081, H34 1.079
19 S 2.799 1.854 5.126  C18 1.807, H35 1.343
20 C 1.988 -2.324 1.963  C13 1.529, C21 1.525, H36 1.079, H37 1.074
21 C 3.160 -2.708 1.065  C20 1.525, C22 1.548, Cl23 1.797, H38 1.077
22 C 3.264 -4.251 0.999  C21 1.548, H39 1.081, H40 1.076, H41 1.080
23 Cl 4.710 -2.107 1.746  C21 1.797
24 H -1.846 -1.859 1.460  C1 1.077
25 H -0.846 -3.128 2.231  C1 1.077
26 H -2.255 -3.537 1.350  C1 1.080
27 H -0.432 0.925 0.896  C9 1.073
28 H -1.495 -0.381 0.330  C9 1.079
29 H -0.194 -1.447 3.140  C16 1.076
30 H -0.227 0.221 2.696  C16 1.083
31 H 2.204 -0.663 4.183  C17 1.079
32 H 0.660 -0.682 4.998  C17 1.080
33 H 1.099 1.772 3.461  C18 1.081
34 H 0.457 1.552 5.075  C18 1.079
35 H 3.716 1.443 4.235  S19 1.343
36 H 2.354 -2.370 2.977  C20 1.079
37 H 1.246 -3.098 1.894  C20 1.074
38 H 3.055 -2.375 0.046  C21 1.077
39 H 2.523 -4.741 1.616  C22 1.081
40 H 4.227 -4.568 1.362  C22 1.076
41 H 3.205 -4.596 -0.022  C22 1.080
42 C -4.017 -6.603 1.924  C43 1.388, C47 1.388, H48 1.083
43 C -4.403 -7.494 2.916  C42 1.388, C44 1.388, H49 1.082
44 C -3.741 -8.706 3.055  C43 1.388, C45 1.388, H50 1.082
45 C -2.688 -9.023 2.209  C44 1.388, C46 1.388, H51 1.082
46 C -2.301 -8.131 1.219  C45 1.388, C47 1.388, H52 1.083
47 C -2.967 -6.922 1.074  C42 1.388, C46 1.388, H53 1.082
48 H -4.537 -5.660 1.812  C42 1.083
49 H -5.221 -7.245 3.579  C43 1.082
50 H -4.046 -9.403 3.825  C44 1.082
51 H -2.170 -9.967 2.320  C45 1.082
52 H -1.478 -8.378 0.560  C46 1.083
53 H -2.666 -6.227 0.301  C47 1.082
54 C 6.079 2.269 1.128  C55 1.389, C59 1.389, H60 1.085
55 C 7.238 1.555 0.854  C54 1.389, C56 1.388, H61 1.083
56 C 8.420 2.225 0.566  C55 1.388, C57 1.388, H62 1.083
57 C 8.446 3.612 0.559  C56 1.388, C58 1.388, H63 1.083
58 C 7.289 4.328 0.835  C57 1.388, C59 1.388, H64 1.083
59 C 6.107 3.657 1.116  C54 1.389, C58 1.388, H65 1.083
60 H 5.155 1.746 1.349  C54 1.085
61 H 7.219 0.472 0.864  C55 1.083
62 H 9.321 1.666 0.347  C56 1.083
63 H 9.367 4.136 0.338  C57 1.083
64 H 7.310 5.411 0.831  C58 1.083
65 H 5.204 4.216 1.326  C59 1.083
66 C -4.571 0.204 3.817  C67 1.387, C71 1.388, H72 1.082
67 C -5.662 0.955 3.406  C66 1.387, C68 1.388, H73 1.082
68 C -5.469 2.119 2.675  C67 1.388, C69 1.388, H74 1.082
69 C -4.185 2.530 2.347  C68 1.388, C70 1.387, H75 1.082
70 C -3.093 1.777 2.755  C69 1.387, C71 1.388, H76 1.084
71 C -3.286 0.616 3.492  C66 1.388, C70 1.388, H77 1.084
72 H -4.721 -0.702 4.389  C66 1.082
73 H -6.665 0.634 3.656  C67 1.082
74 H -6.321 2.708 2.360  C68 1.082
75 H -4.035 3.436 1.775  C69 1.082
76 H -2.090 2.098 2.500  C70 1.084
77 H -2.433 0.032 3.816  C71 1.084
78 C 3.554 4.132 -3.865  C79 1.389, C83 1.388, H84 1.082
79 C 2.558 3.429 -3.200  C78 1.389, C80 1.389, H85 1.081
80 C 1.284 3.969 -3.085  C79 1.389, C81 1.389, H86 1.080
81 C 1.007 5.211 -3.645  C80 1.389, C82 1.388, H87 1.083
82 C 2.002 5.912 -4.312  C81 1.388, C83 1.388, H88 1.083
83 C 3.277 5.374 -4.419  C78 1.388, C82 1.388, H89 1.083
84 H 4.548 3.712 -3.949  C78 1.082
85 H 2.776 2.461 -2.770  C79 1.081
86 H 0.510 3.428 -2.562  C80 1.080
87 H 0.013 5.631 -3.559  C81 1.083
88 H 1.784 6.879 -4.750  C82 1.083
89 H 4.055 5.923 -4.935  C83 1.083
90 C -0.756 8.380 -2.940  C91 1.388, C95 1.388, H96 1.082
91 C -1.752 7.677 -2.277  C90 1.388, C92 1.388, H97 1.083
92 C -3.025 8.219 -2.162  C91 1.388, C93 1.388, H98 1.082
93 C -3.303 9.460 -2.716  C92 1.388, C94 1.388, H99 1.082
94 C -2.308 10.162 -3.382  C93 1.388, C95 1.388, H100 1.082
95 C -1.033 9.623 -3.491  C90 1.388, C94 1.388, H101 1.082
96 H 0.237 7.959 -3.027  C90 1.082
97 H -1.536 6.707 -1.849  C91 1.083
98 H -3.800 7.674 -1.640  C92 1.082
99 H -4.296 9.881 -2.630  C93 1.082
100 H -2.525 11.129 -3.815  C94 1.082
101 H -0.256 10.172 -4.006  C95 1.082
102 C -2.655 -5.141 -3.659  C103 1.388, C107 1.388, H108 1.083
103 C -2.872 -6.491 -3.421  C102 1.388, C104 1.388, H109 1.084
104 C -3.633 -7.240 -4.308  C103 1.388, C105 1.388, H110 1.082
105 C -4.171 -6.640 -5.437  C104 1.388, C106 1.388, H111 1.082
106 C -3.953 -5.290 -5.677  C105 1.388, C107 1.388, H112 1.082
107 C -3.198 -4.540 -4.787  C102 1.388, C106 1.388, H113 1.082
108 H -2.064 -4.560 -2.963  C102 1.083
109 H -2.447 -6.962 -2.543  C103 1.084
110 H -3.806 -8.292 -4.118  C104 1.082
111 H -4.761 -7.225 -6.130  C105 1.082
112 H -4.372 -4.823 -6.559  C106 1.082
113 H -3.032 -3.487 -4.972  C107 1.082

Results of the Löwdin charge analysis, in e, for atoms 1 through 99: -0.073, -0.701, 0.776, -0.621, 0.752, -0.298, -0.291, 0.260, -0.084, -0.766, 0.059, 0.727, -0.317, -0.197, 0.254, -0.142, -0.233, -0.570, 0.711, -0.164, -0.673, -0.101, 0.657, 0.071, 0.079, 0.068, 0.111, 0.110, 0.095, 0.088, 0.087, 0.110, 0.052, 0.066, -0.162, 0.119, 0.096, 0.058, 0.076, 0.048, 0.073, -0.097, -0.097, -0.096, -0.095, -0.093, -0.113, 0.099, 0.100, 0.101, 0.101, 0.101, 0.030, -0.095, -0.095, -0.104, -0.106, -0.102, -0.092, 0.040, 0.093, 0.097, 0.096, 0.097, 0.100, -0.093, -0.090, -0.088, -0.087, -0.101, -0.104, 0.101, 0.103, 0.104, 0.105, 0.093, 0.087, -0.093, -0.083, -0.080, -0.096, -0.105, -0.100, 0.101, 0.077, 0.067, 0.081, 0.095, 0.098, -0.096, -0.098, -0.098, -0.100, -0.098, -0.092, 0.084, 0.098, 0.098, 0.099